No. 1
Here is a 2-piece molecular cluster, C35H36N2O4S2 overall from the OMol25 dataset. Energies are from ωB97M-V with the def2-TZVPD basis set.

Properties
Kohn-Sham gap: 4.4 eV
HOMO level: -4.59 eV
strongest force on any atom: 0.0611 hartree/bohr
ΔE to the lowest compared entry with this formula, charge and spin: 242.0 kJ/mol
LUMO: -0.234 eV
E_tot: -69714.0994 eV

XYZ file:
```
79
Properties=species:S:1:pos:R:3:forces:R:3:mulliken_charge:R:1
C 1.2498 -6.6254 0.5855 -0.16 0.21 0.09 -0.379
C 1.6384 -5.8003 -0.4757 -0.03 0.04 0.15 -0.741
C 1.5939 -4.4123 -0.3307 -0.02 0.19 -0.15 -0.157
C 1.1564 -3.8544 0.8735 -0.13 -0.23 0.18 -0.141
S 1.1770 -2.0729 1.1381 0.93 0.10 -0.94 1.630
C -0.3882 -1.2540 0.6814 -0.01 0.16 0.02 -0.443
C -0.4183 0.0944 0.7928 -0.13 -3.01 0.89 0.048
S -1.5903 -2.1669 -0.3141 -1.50 0.35 -1.22 1.242
C -2.4217 -3.5327 0.5254 -0.04 -0.21 0.06 0.247
C -2.1150 -4.8504 0.1845 0.38 0.09 0.17 -0.211
C -2.8661 -5.8997 0.7156 -0.12 0.26 -0.05 -0.779
C -3.9813 -5.6193 1.5079 0.14 0.06 0.02 -0.401
C -4.3375 -4.2957 1.7828 0.23 0.06 -0.13 -0.701
C -3.5574 -3.2514 1.2890 0.16 0.03 0.07 -0.412
O -2.6994 -1.2638 -0.5973 1.13 -0.70 0.80 -0.626
O -0.8154 -2.7514 -1.3909 -0.22 0.18 0.88 -0.589
O 1.3778 -1.8578 2.5516 -0.23 0.07 -0.31 -0.734
O 2.1339 -1.5388 0.1794 -0.46 -0.32 0.68 -0.680
C 0.8315 -4.6783 1.9530 -0.24 0.26 -0.03 -0.216
C 0.8448 -6.0612 1.7992 0.13 -0.06 0.00 -0.677
H 1.2526 -7.7107 0.4733 0.06 0.31 -0.01 0.393
H 1.9796 -6.2382 -1.4198 -0.15 0.22 0.41 0.382
H 1.9089 -3.7605 -1.1435 -0.18 -0.11 0.18 0.425
H -1.3464 0.5971 0.5627 0.15 0.23 -0.15 0.643
H 0.4771 0.5587 1.2167 -0.79 -0.17 0.05 -0.174
H -1.2866 -5.0521 -0.4933 -0.10 0.08 0.21 0.513
H -2.5776 -6.9272 0.4858 -0.19 0.31 0.06 0.413
H -4.5823 -6.4342 1.9090 0.13 0.17 -0.10 0.379
H -5.2274 -4.0657 2.3687 0.24 -0.12 -0.15 0.369
H -3.8338 -2.2128 1.4497 0.00 -0.20 0.06 0.423
H 0.5664 -4.2228 2.9054 -0.02 -0.12 -0.20 0.424
H 0.5481 -6.6906 2.6442 0.17 0.19 -0.38 0.393
C 2.3707 2.7308 5.8896 0.07 0.14 0.18 -1.458
C 1.8189 2.7937 4.4924 -0.06 0.12 -0.40 0.606
C 2.4819 2.1684 3.4360 -0.63 0.07 -0.12 -1.050
C 1.9464 2.1486 2.1395 -0.01 0.58 0.57 1.787
C 2.7662 1.5167 1.0679 0.66 -0.09 -0.45 -1.541
C 0.7224 2.8036 1.8960 0.57 0.42 0.85 0.579
N 0.2941 3.0381 0.5521 -0.47 0.08 -0.89 0.573
C 0.2261 2.1843 -0.5112 0.54 2.18 -2.04 -1.023
N -0.1862 2.9055 -1.6012 0.10 0.23 2.00 0.259
C -0.1351 2.4601 -2.9432 0.07 -0.24 -1.12 -0.387
C -0.6023 1.1379 -3.2534 -1.11 -0.56 0.59 1.457
C -1.3326 0.3359 -2.3891 0.72 0.31 -0.25 -1.219
C -0.4260 0.6796 -4.5993 0.76 0.83 -0.97 -1.291
C -0.0295 1.5388 -5.6095 -0.33 -1.24 1.06 0.766
C -0.0898 1.1063 -7.0446 0.03 -0.05 -0.16 -1.451
C 0.3946 2.8279 -5.2684 0.33 1.11 0.58 -1.027
C 0.4114 3.2780 -3.9403 -0.39 -0.34 -0.63 1.491
C 0.9744 4.6409 -3.6579 0.10 0.30 -0.38 -1.942
C -0.4874 4.2116 -1.1670 0.41 -0.86 -0.92 -1.134
C -0.1280 4.3013 0.1167 0.35 -0.28 1.03 -0.612
C 0.0390 3.4600 2.9458 0.70 -0.12 0.08 0.344
C -1.2470 4.2145 2.7896 -0.44 0.33 0.35 -2.224
C 0.6311 3.4779 4.2138 0.03 -0.34 -0.11 -0.960
H 1.6150 3.0636 6.6118 0.21 -0.16 -0.11 0.380
H 2.6765 1.7043 6.1302 -0.11 0.27 0.01 0.364
H 3.2514 3.3757 6.0140 -0.16 -0.13 -0.09 0.296
H 3.4570 1.7129 3.6067 -0.26 -0.08 -0.03 0.463
H 2.4100 1.7591 0.0637 0.34 -0.09 0.27 0.039
H 3.7958 1.9042 1.1439 -0.31 -0.26 -0.04 0.565
H 2.8067 0.4182 1.1588 -0.02 0.46 -0.04 0.346
H -1.4320 -0.7012 -2.6776 -0.52 0.22 -0.03 0.087
H 0.7629 1.2555 -0.7145 -0.79 0.25 0.36 0.970
H -1.9625 0.7436 -1.6079 0.41 -0.10 0.15 0.434
H -0.7413 -0.3335 -4.8316 -0.07 0.12 0.02 0.400
H 0.4062 1.8416 -7.6794 -0.03 -0.07 -0.09 0.349
H 0.3913 0.1351 -7.1940 -0.03 0.10 0.02 0.344
H -1.1302 1.0083 -7.3759 0.15 0.06 0.02 0.279
H 0.7254 3.5067 -6.0530 0.08 -0.10 0.16 0.235
H 1.6167 4.9170 -4.5023 -0.07 0.06 0.27 0.408
H 0.1658 5.3850 -3.6113 0.32 -0.01 0.05 0.347
H 1.5687 4.6904 -2.7345 -0.18 0.00 -0.23 0.378
H -0.8130 4.9954 -1.8330 -0.08 -0.37 0.08 0.573
H -0.0752 5.1676 0.7659 -0.15 -0.43 -0.24 0.681
H -1.7548 4.2343 3.7649 0.08 -0.03 -0.34 0.500
H -1.0551 5.2651 2.5228 -0.21 -0.31 0.05 0.414
H -1.9380 3.7824 2.0600 0.20 0.08 0.03 0.334
H 0.1477 4.0597 5.0078 0.07 -0.40 -0.25 0.408
```
Forces are in eV/Å.

No. 2
Here is C35H37Br2LaN3OSi as an isolated structure from the OMol25 dataset. Energies are from ωB97M-V with the def2-TZVPD basis set.

Properties
Kohn-Sham gap: 7.3 eV
HOMO level: -10.43 eV
strongest force on any atom: 0.0164 hartree/bohr
ΔE to the lowest compared entry with this formula, charge and spin: 0.0 kJ/mol
charge: +1
LUMO: -3.125 eV
E_tot: -192234.1634 eV

XYZ file:
```
80
Properties=species:S:1:pos:R:3:forces:R:3:mulliken_charge:R:1
La -0.6620 0.7290 -0.8877 0.84 -0.03 -0.03 1.640
C 0.7966 2.8074 -0.5741 -0.29 0.35 -0.19 -1.543
Si 1.7683 2.5460 0.9393 0.30 -0.01 0.06 -0.249
C 0.4939 2.0907 2.2586 -0.20 -0.02 0.08 -1.173
N -0.4425 1.0067 1.8316 -0.02 0.05 0.01 0.780
C 0.0623 -0.3256 2.2393 -0.17 -0.12 -0.11 -0.026
C 0.0209 -0.5964 3.7402 0.17 0.07 0.03 -0.900
C -1.3709 -0.3453 4.3057 -0.08 -0.09 0.00 -0.787
C -1.8569 1.0448 3.9132 -0.01 0.09 0.04 -0.663
C -1.8024 1.2056 2.4016 0.01 0.00 -0.10 -0.733
C 2.9478 1.1008 0.6334 0.02 -0.12 -0.02 1.032
C 3.5109 0.3540 1.6773 -0.05 0.01 0.01 -0.395
C 4.4166 -0.6655 1.4353 0.02 0.01 -0.03 -0.643
C 4.8076 -0.9525 0.1307 0.04 -0.04 0.04 -0.609
C 4.2874 -0.2175 -0.9197 -0.08 0.04 -0.01 -0.696
C 3.3578 0.7889 -0.6661 0.02 0.01 -0.04 -0.545
C 2.7747 3.9560 1.6425 0.05 0.06 0.06 0.657
C 2.1387 5.0734 2.1938 -0.03 0.03 0.00 -0.475
C 2.8632 6.1406 2.7016 0.02 -0.03 -0.01 -0.693
C 4.2505 6.1141 2.6616 0.01 0.03 0.01 -0.443
C 4.9036 5.0215 2.1136 -0.02 -0.01 0.01 -0.764
C 4.1703 3.9536 1.6134 0.05 -0.01 0.02 -0.112
H 1.4469 3.0268 -1.4296 -0.01 0.00 -0.06 0.493
H 0.1945 3.7163 -0.4167 -0.03 -0.01 -0.03 0.440
H -0.1040 3.0005 2.3844 0.01 0.00 -0.01 0.743
H 0.9157 1.8979 3.2487 0.03 -0.03 -0.02 0.319
H 1.0780 -0.4329 1.8586 0.04 0.00 0.02 -0.484
H -0.5630 -1.0736 1.7340 0.00 0.00 0.05 0.397
H 0.7504 0.0365 4.2537 -0.02 0.00 0.01 0.335
H 0.3407 -1.6257 3.9143 -0.03 -0.01 -0.01 0.443
H -1.3746 -0.4717 5.3887 0.02 0.03 0.00 0.457
H -2.0646 -1.0923 3.9027 0.00 0.01 -0.01 0.274
H -1.2457 1.8120 4.3972 0.01 -0.02 0.00 0.304
H -2.8820 1.2100 4.2483 -0.01 -0.02 -0.01 0.435
H -2.1451 2.1961 2.0906 -0.01 -0.01 0.05 0.412
H -2.4652 0.4752 1.9298 0.00 0.00 0.04 0.142
H 3.2456 0.5811 2.7049 -0.02 0.01 0.02 0.386
H 4.8375 -1.2253 2.2604 0.00 0.00 0.01 0.428
H 5.5321 -1.7345 -0.0569 0.00 0.00 0.00 0.431
H 4.6102 -0.4157 -1.9342 0.00 0.00 -0.01 0.448
H 2.9850 1.3770 -1.4989 -0.02 0.00 -0.02 0.414
H 1.0552 5.1278 2.2286 -0.02 -0.03 -0.02 0.266
H 2.3488 6.9921 3.1272 -0.01 0.01 0.00 0.400
H 4.8202 6.9447 3.0568 0.00 0.01 0.00 0.387
H 5.9849 4.9980 2.0789 0.01 0.00 0.00 0.398
H 4.7045 3.1059 1.1994 -0.02 -0.02 -0.02 0.306
C 1.5656 -2.4001 -0.7055 0.17 0.03 0.00 -0.972
C 0.1429 -2.8354 -0.8674 0.01 -0.05 -0.02 0.551
C -0.1703 -4.1740 -1.1807 0.04 0.10 0.02 -1.182
C -1.4684 -4.5238 -1.3958 -0.09 -0.05 -0.01 -1.167
C -2.4954 -3.5605 -1.2847 -0.07 -0.16 -0.04 0.724
C -3.8681 -3.8340 -1.5312 0.10 0.16 0.05 -0.060
Br -4.4210 -5.5540 -2.0646 -0.03 -0.11 -0.04 -0.165
C -4.7991 -2.8485 -1.4043 0.09 0.16 0.06 -0.233
C -4.4095 -1.5478 -1.0181 -0.19 -0.42 -0.10 0.047
Br -5.7331 -0.2224 -0.9214 -0.03 0.13 0.02 -0.089
C -3.1016 -1.2227 -0.7558 0.27 0.43 0.15 1.261
O -2.7243 0.0017 -0.4058 -0.54 -0.32 0.06 -0.823
C -2.1165 -2.2554 -0.9171 0.04 -0.02 -0.01 -0.500
N -0.7929 -1.9154 -0.7387 -0.30 -0.06 -0.04 0.280
H 2.2521 -3.2440 -0.7093 -0.03 -0.02 0.01 0.521
H 1.7210 -1.8464 0.2224 -0.03 0.01 0.02 -0.044
H 1.8720 -1.7452 -1.5255 -0.02 0.01 -0.03 0.187
H 0.6239 -4.9023 -1.2592 0.02 -0.01 0.00 0.525
H -1.7282 -5.5427 -1.6502 0.00 0.01 -0.01 0.411
H -5.8437 -3.0479 -1.5957 -0.01 -0.01 -0.01 0.479
C -3.7693 -2.9017 -5.6619 0.01 -0.02 0.01 -1.620
C -2.9704 -1.9114 -4.8722 -0.04 -0.02 -0.03 1.140
C -1.6021 -2.0662 -4.6681 0.00 0.04 0.03 -0.810
C -0.9187 -1.1337 -3.9140 0.01 -0.05 -0.07 -0.309
N -1.5032 -0.0668 -3.3566 0.09 0.10 0.17 -0.502
C -2.8150 0.0978 -3.5762 -0.06 -0.06 -0.05 -0.175
C -3.5727 -0.7855 -4.3167 0.06 0.01 0.02 -0.582
H -3.2070 -3.8135 -5.8526 0.02 0.00 0.01 0.377
H -4.0544 -2.4709 -6.6229 -0.02 0.00 -0.01 0.374
H -4.6854 -3.1642 -5.1326 -0.01 0.01 0.00 0.344
H -1.0727 -2.9120 -5.0859 0.00 -0.01 0.01 0.435
H 0.1464 -1.2565 -3.7420 0.00 0.03 0.01 0.453
H -3.2901 0.9547 -3.1113 0.03 0.01 0.01 0.424
H -4.6333 -0.6061 -4.4342 -0.01 0.00 -0.01 0.468
```
Forces are in eV/Å.

No. 3
Here is C35H37ClHfP2 as an isolated structure from the OMol25 dataset. Energies are from ωB97M-V with the def2-TZVPD basis set.

Properties
Kohn-Sham gap: 3.3 eV
HOMO level: -12.14 eV
strongest force on any atom: 0.0719 hartree/bohr
ΔE to the lowest compared entry with this formula, charge and spin: 20.5 kJ/mol
charge: +2
LUMO: -8.828 eV
E_tot: -69282.7983 eV

XYZ file:
```
76
Properties=species:S:1:pos:R:3:forces:R:3:mulliken_charge:R:1
Hf 0.7295 0.3646 2.7026 2.41 -1.10 -1.71 0.765
C -0.2819 0.0721 4.9944 -3.38 -1.40 0.53 -0.413
C -1.2248 -0.3321 4.0269 -0.37 0.56 3.30 -0.343
C -2.4831 0.5389 3.8541 -0.35 0.05 0.04 -0.628
C -2.3557 1.5746 2.7320 -0.21 -0.49 -0.59 -1.090
C -0.9305 2.0832 2.4775 -0.66 2.24 1.79 0.079
C -0.1504 2.6062 3.5447 -3.01 1.02 -1.82 0.226
C -0.6081 2.6363 4.9923 0.77 0.35 0.39 -0.889
C -0.4319 1.3432 5.8007 1.52 -0.18 0.21 -0.945
C 1.1996 -1.1983 1.3239 -0.21 -0.82 0.34 -0.960
H 0.2827 -0.7030 5.5336 0.44 0.12 -0.85 0.544
H -1.3469 -1.4049 3.8379 0.57 0.15 -0.49 0.705
H -2.7526 1.0660 4.8003 0.51 -0.66 -0.49 0.306
H -3.3598 -0.0961 3.6090 0.71 0.15 0.26 0.466
H -2.7659 1.1092 1.8169 0.41 0.35 0.20 0.297
H -3.0335 2.4288 2.9462 0.57 -0.22 -0.13 0.462
H -0.8348 2.4732 1.4478 0.83 -0.19 0.46 0.406
H 0.5697 3.3943 3.3174 0.60 -0.69 -0.39 0.404
H -1.6337 3.0282 5.0873 0.27 -0.17 -0.42 0.408
H 0.0625 3.3455 5.5042 -0.50 0.03 -0.32 0.406
H 0.5164 1.4163 6.3590 -0.28 0.15 -0.19 0.534
H -1.1752 1.2852 6.6217 -0.03 -0.45 -0.71 0.354
H 1.9891 -1.8305 1.7614 -0.02 0.14 0.42 0.641
H 1.6533 -0.7815 0.4105 0.06 0.14 0.16 -0.012
H 0.4532 -1.8962 0.9128 -0.06 0.36 0.33 0.241
P -0.2189 -1.6618 -1.5639 -0.55 -1.54 -1.07 0.984
P 1.3289 0.7264 -1.1644 1.08 -0.17 -0.83 0.368
C -1.0697 -0.1383 -2.0579 0.96 1.52 0.43 -0.715
C -0.3384 0.9889 -1.7940 -0.79 -0.93 -0.91 -0.591
C -0.3462 -2.7133 -3.0988 0.43 -0.22 0.00 0.403
C -1.3408 -2.4927 -4.0609 -0.13 -0.21 0.32 -0.546
C -1.7451 -3.5343 -4.8939 0.18 0.08 -0.09 -0.603
C -1.0865 -4.7638 -4.8578 0.13 -0.05 0.24 -0.492
C 0.0335 -4.9298 -4.0342 0.03 0.32 0.05 -0.580
C 0.4292 -3.9012 -3.1682 -0.70 0.36 0.07 -0.359
C -1.5470 -2.4590 -0.5591 -0.34 0.39 -0.38 0.265
C -2.1720 -1.6640 0.4120 0.37 0.74 0.34 0.377
C -3.1241 -2.1932 1.2781 -0.06 -0.59 -0.26 -0.541
C -3.4862 -3.5455 1.1144 -0.22 0.29 0.38 -0.644
C -2.9232 -4.3294 0.1014 -0.07 0.34 0.27 -0.770
C -1.9648 -3.7796 -0.7383 0.13 0.17 0.17 -0.538
C 2.3269 0.8482 -2.7406 0.28 0.13 -0.46 0.281
C 2.1686 -0.1365 -3.7497 -0.40 0.15 0.42 -0.406
C 2.5136 0.1388 -5.0745 0.16 -0.09 0.22 -0.648
C 3.1439 1.3419 -5.4072 -0.23 0.02 0.30 -0.547
C 3.4760 2.2344 -4.3856 0.05 -0.27 0.20 -0.605
C 3.1011 1.9792 -3.0601 -0.35 -0.07 -0.08 -0.518
C 1.7379 2.2146 -0.2144 0.48 0.23 -0.39 0.846
C 3.0132 2.2915 0.4059 -0.72 -0.20 0.00 -0.308
C 3.3910 3.4646 1.0487 0.53 0.00 0.24 -0.582
C 2.5349 4.5648 1.0827 -0.05 -0.24 -0.09 -0.697
C 1.2795 4.4788 0.4778 -0.05 0.26 0.12 -0.568
C 0.8901 3.3265 -0.1904 0.02 0.01 0.34 -0.678
H -2.0425 -0.1647 -2.5660 0.38 0.31 0.32 0.728
H -0.5719 1.9925 -2.1519 -0.49 -0.26 0.01 0.794
H -1.8381 -1.5216 -4.1305 0.00 -0.47 0.09 0.392
H -2.5963 -3.3792 -5.5532 0.23 -0.07 0.01 0.423
H -1.4446 -5.6004 -5.4612 0.16 0.32 0.11 0.402
H 0.5867 -5.8691 -4.0348 -0.14 0.26 -0.07 0.400
H 1.2956 -4.0335 -2.5112 -0.40 -0.01 -0.13 0.324
H -1.8988 -0.5784 0.4681 -0.25 -0.92 -0.03 -0.124
H -3.6014 -1.5637 2.0467 0.16 -0.46 -0.50 0.275
H -4.2428 -3.9638 1.7832 0.26 0.04 -0.28 0.398
H -3.2207 -5.3646 -0.0570 -0.08 0.27 0.18 0.438
H -1.5566 -4.3716 -1.5482 0.06 -0.01 0.09 0.288
H 1.7468 -1.1233 -3.5064 -0.03 0.63 -0.17 0.419
H 2.2775 -0.6000 -5.8458 0.20 0.25 0.29 0.435
H 3.3658 1.5746 -6.4497 0.02 -0.07 0.35 0.400
H 4.0201 3.1500 -4.6017 -0.05 -0.19 -0.03 0.409
H 3.4109 2.6757 -2.2781 -0.31 -0.02 -0.27 0.304
H 3.6918 1.4317 0.3556 -0.21 0.34 0.00 0.435
H 4.3834 3.5157 1.5192 -0.51 0.06 -0.26 0.472
H 2.8577 5.4882 1.5532 -0.09 -0.12 -0.01 0.445
H 0.6031 5.3278 0.5059 0.14 0.00 -0.05 0.430
H -0.0716 3.2838 -0.7019 0.26 0.16 0.16 0.247
Cl 2.7529 0.8149 3.6435 -0.05 0.05 0.28 -0.286
```
Forces are in eV/Å.